# 1
{
  "formula": "C11H33O6",
  "method": "the ωB97M-V functional and the def2-TZVPD basis",
  "symbols": ["O", "H", "H", "H", "C", "C", "O", "O", "H", "H", "H", "H", "H", "H", "C", "C", "C", "O", "H", "H", "H", "H", "H", "H", "H", "H", "C", "C", "C", "O", "H", "H", "H", "H", "H", "H", "H", "H", "C", "C", "C", "O", "H", "H", "H", "H", "H", "H", "H", "H"],
  "coordinates": [[-0.08930, -0.43368, 0.00430], [0.62570, -0.56968, -0.64970], [-0.64930, 0.38732, 0.04930], [0.51170, -0.43668, 0.80830], [-0.27130, -0.11468, -4.61170], [0.17470, 0.84832, -3.44470], [-0.78030, 0.77832, -2.40770], [0.65270, -0.29468, -5.51170], [-1.17630, 0.07532, -5.16070], [-0.51430, -1.06268, -4.24270], [0.16470, 1.81132, -3.73870], [1.11170, 0.40332, -2.94670], [-1.59230, 1.19032, -2.87070], [0.69070, 0.60432, -5.92570], [-1.90730, 3.51432, 1.70830], [-1.61830, 2.73232, 0.45130], [-0.04830, 2.99032, 0.17830], [-1.93530, 1.31732, 0.50130], [-1.72530, 4.57132, 1.66030], [-1.32430, 3.27332, 2.54130], [-2.87730, 3.36932, 1.84130], [-2.14430, 2.92132, -0.48270], [0.60570, 2.53832, 0.89630], [0.18370, 3.95932, -0.01770], [0.07470, 2.60832, -0.82870], [-2.79230, 1.21632, 0.73030], [1.35070, -3.31268, 0.24430], [1.32670, -3.05368, -1.30470], [-0.00830, -3.53968, -2.00970], [1.76170, -1.76668, -1.64370], [1.29870, -4.48368, 0.39930], [0.69470, -2.74368, 0.85430], [2.31770, -2.83068, 0.51730], [2.11670, -3.69768, -1.73470], [0.17870, -3.41668, -3.18270], [-0.67930, -2.75168, -1.75070], [-0.27530, -4.50068, -1.72070], [1.99770, -1.59568, -2.63970], [0.98070, 0.78132, 4.62530], [0.68170, -0.39968, 3.62430], [-0.83230, -0.66168, 3.38030], [1.33170, -0.15968, 2.35430], [1.88070, 0.91832, 4.70430], [0.62270, 0.58832, 5.79530], [0.35670, 1.54132, 4.12030], [0.97070, -1.32768, 4.15430], [-1.39930, 0.31032, 3.19530], [-1.29030, -0.94268, 4.35130], [-0.84630, -1.54268, 2.57130], [2.11270, 0.38932, 2.56430]],
  "atomic_forces_ev_per_a": [[1.47, -0.84, 1.48], [-0.20, 0.04, -1.73], [-0.68, 0.42, -0.50], [-0.64, 0.19, 0.86], [-2.21, 0.65, 3.06], [-0.06, -5.15, 0.95], [-2.86, 1.14, -0.74], [4.07, 1.56, -3.92], [-1.24, 1.39, 0.41], [-0.16, -1.58, 1.49], [1.18, 3.35, -1.30], [-0.93, 1.21, -1.31], [1.44, -1.11, 1.67], [0.79, -1.43, -0.31], [1.58, 0.38, -1.91], [3.15, 0.84, -0.71], [-2.94, -3.63, -1.36], [5.53, 0.48, -0.18], [-0.05, 0.59, -0.87], [0.86, -1.26, 1.22], [-4.47, -0.28, 1.63], [-0.14, 1.62, 0.32], [0.27, -0.26, 0.43], [0.25, 3.22, 0.36], [0.70, -0.88, -0.12], [-4.35, -0.71, 1.16], [1.96, -0.88, -1.68], [-0.20, -3.46, -0.78], [3.01, 3.64, -2.39], [-0.07, 2.74, -1.69], [0.20, 2.68, 0.02], [-1.45, 0.04, 0.26], [-0.12, -1.14, 0.22], [-0.25, -0.18, 0.56], [-0.54, -0.67, 2.43], [-1.30, 0.11, 0.17], [-0.60, -1.59, 0.40], [-0.84, -1.11, 2.79], [-11.56, -2.88, 0.28], [-1.28, -0.53, 2.16], [0.47, 0.13, -0.45], [0.31, 0.26, 0.73], [9.81, 2.03, 0.46], [0.47, 0.30, -3.35], [0.77, 0.61, 0.97], [0.81, 0.13, -0.94], [0.74, -1.31, -0.80], [0.42, -0.56, -0.66], [-0.74, 2.15, 1.74], [-0.38, -0.46, -0.51]],
  "relative_energy_kj_mol": 0.00,
  "total_charge": 1
}

***

# 2
{
  "formula": "C11H34N2P2PtS",
  "method": "the ωB97M-V functional and the def2-TZVPD basis",
  "symbols": ["Pt", "H", "H", "P", "P", "C", "H", "H", "H", "C", "H", "H", "H", "C", "H", "H", "H", "C", "H", "H", "H", "C", "H", "H", "H", "C", "H", "H", "H", "H", "H", "C", "N", "C", "C", "S", "N", "C", "C", "H", "H", "H", "H", "H", "H", "H", "H", "H", "H", "H", "H"],
  "coordinates": [[-0.12600, 0.00171, -0.15531], [1.19808, 0.53979, 0.80467], [1.18812, -0.52669, 0.80888], [-0.00068, 2.32318, -0.42578], [-0.10427, -2.32386, -0.41010], [-1.39925, -3.26838, 0.49785], [-1.40468, -4.33541, 0.20550], [-1.21799, -3.18552, 1.57974], [-2.38120, -2.82319, 0.27839], [-0.46545, -2.72938, -2.16690], [0.31418, -2.28008, -2.79965], [-0.49805, -3.82228, -2.32728], [-1.43251, -2.28354, -2.44243], [1.41879, -3.30852, -0.08088], [1.66139, -3.25551, 0.99151], [1.28678, -4.36766, -0.37214], [2.25283, -2.87312, -0.65119], [-0.51410, 2.74066, -2.14133], [-0.47538, 3.83100, -2.31694], [0.15502, 2.22325, -2.84459], [-1.53794, 2.37357, -2.30542], [-1.12169, 3.36644, 0.59856], [-0.83183, 3.28057, 1.65625], [-1.08257, 4.42860, 0.29088], [-2.15094, 2.99198, 0.49264], [1.61465, 3.19716, -0.27233], [2.35039, 2.69685, -0.91922], [1.52794, 4.26044, -0.56487], [1.96462, 3.13594, 0.76948], [1.07211, -0.02056, -1.34809], [-1.22472, 0.01275, -1.12361], [2.51459, -0.16568, 3.45267], [1.29082, -0.08578, 4.27129], [1.50745, -0.10148, 5.71879], [0.00421, -0.00016, 3.64999], [-0.03966, 0.00036, 2.08772], [-1.28953, 0.08427, 4.27765], [-1.60548, 0.10481, 5.71219], [-2.50992, 0.16402, 3.44584], [3.44531, -0.22782, 4.05406], [2.60197, 0.73774, 2.82058], [2.48244, -1.07141, 2.81838], [1.15587, 0.85058, 6.15562], [1.03280, -0.99937, 6.15393], [2.57793, -0.17284, 5.99353], [-2.13807, 1.04003, 5.96405], [-2.25462, -0.75362, 5.96396], [-0.76272, 0.05012, 6.39911], [-2.47522, 1.07004, 2.81220], [-2.59314, -0.73869, 2.81226], [-3.43818, 0.22451, 4.05462]],
  "atomic_forces_ev_per_a": [[2.79, -0.11, -1.98], [1.20, 0.01, -0.18], [1.29, -0.06, -0.28], [-0.94, 2.75, -1.33], [-1.09, -2.70, -1.32], [0.00, 0.39, 0.15], [0.14, 0.56, 0.07], [-0.08, -0.10, -0.26], [0.28, -0.18, 0.05], [0.06, 0.28, 0.10], [-0.24, -0.19, 0.16], [0.05, 0.51, 0.18], [0.28, -0.19, 0.06], [0.21, 0.74, 0.24], [-0.02, -0.10, -0.30], [-0.18, 0.62, 0.08], [-0.20, -0.20, 0.16], [0.04, -0.27, 0.09], [0.02, -0.51, 0.18], [-0.20, 0.21, 0.18], [0.30, 0.17, 0.03], [-0.03, -0.42, 0.17], [-0.09, 0.11, -0.25], [0.11, -0.58, 0.06], [0.30, 0.16, 0.01], [0.16, -0.74, 0.23], [-0.17, 0.21, 0.18], [-0.21, -0.60, 0.11], [-0.04, 0.10, -0.30], [0.26, 0.00, -0.86], [-2.20, 0.04, -1.70], [-0.08, 0.00, -0.63], [0.72, -0.02, 0.84], [0.14, -0.02, 0.27], [-0.26, -0.03, 6.21], [-2.06, 0.15, -0.13], [0.20, 0.00, 0.66], [-0.16, -0.01, 0.49], [0.31, -0.02, -0.38], [-0.95, 0.06, -0.12], [0.10, -0.40, 0.19], [0.15, 0.38, 0.20], [-0.15, -0.56, 0.03], [-0.07, 0.57, 0.03], [-0.55, 0.04, -0.65], [0.11, -0.38, -0.19], [0.16, 0.36, -0.18], [-0.03, 0.00, -0.49], [-0.18, -0.39, 0.12], [-0.13, 0.40, 0.12], [0.96, -0.06, -0.11]],
  "total_energy_ev": -47572.8717,
  "total_charge": 2,
  "spin_multiplicity": 5,
  "s_squared": 6.016
}

***

# 3
{
  "formula": "C11H35FeO16PPd",
  "method": "the ωB97M-V functional and the def2-TZVPD basis",
  "symbols": ["Fe", "Pd", "O", "H", "P", "O", "O", "O", "O", "C", "C", "O", "O", "H", "H", "H", "H", "H", "H", "C", "C", "O", "O", "H", "H", "H", "H", "H", "H", "C", "C", "O", "O", "H", "H", "H", "H", "H", "H", "C", "C", "O", "O", "H", "H", "H", "H", "H", "H", "C", "C", "O", "O", "H", "H", "H", "H", "H", "H", "C", "O", "H", "H", "H", "H"],
  "coordinates": [[0.81918, -0.10165, -1.78512], [-0.56972, -1.97905, 1.40411], [0.20860, -0.56196, 0.08422], [0.51515, 0.27187, 0.49076], [0.80485, 2.00511, -3.05739], [1.22705, 0.59987, -3.51833], [0.05937, 1.74836, -1.79852], [-0.06282, 2.91321, -3.94490], [2.09932, 2.91496, -2.95012], [4.54384, 0.40374, 0.62002], [3.21632, 1.13716, 0.19185], [2.89071, 0.77304, -1.14665], [5.12502, 0.84451, 1.71453], [5.38656, 0.39952, -0.07129], [4.29893, -0.63787, 0.82783], [3.21049, 2.18030, 0.50795], [2.42300, 0.76876, 0.84226], [3.45241, 1.28267, -1.73518], [4.78365, 0.45261, 2.52167], [-4.62357, -1.09642, 1.38881], [-3.49154, -0.70477, 2.33520], [-2.28496, -0.68543, 1.68101], [-4.57022, -2.52731, 1.17906], [-4.41858, -0.50982, 0.49327], [-5.54907, -0.71765, 1.82249], [-3.50523, -1.15911, 3.32590], [-3.65057, 0.35731, 2.52174], [-2.31123, 0.11947, 1.15848], [-5.47526, -2.79453, 1.00277], [-2.34741, -0.33241, -2.74678], [-3.23939, -1.43127, -3.42687], [-2.64636, -1.76611, -4.66712], [-1.10332, -0.97856, -2.49278], [-2.66776, 0.05871, -1.78112], [-2.30232, 0.58624, -3.33173], [-4.20377, -0.98754, -3.67418], [-3.40462, -2.32391, -2.82355], [-1.72207, -1.51687, -4.59530], [-1.30863, -1.91120, -2.39469], [2.66334, -1.09069, 3.87088], [1.33581, -0.33362, 3.72643], [0.22763, -1.12696, 3.48710], [3.10642, -1.66123, 2.63503], [2.58418, -1.99477, 4.47459], [3.43093, -0.45646, 4.31434], [1.44261, 0.46589, 2.99330], [1.05277, 0.11119, 4.68043], [0.28535, -1.67611, 4.27241], [2.38833, -2.18294, 2.26929], [-2.02878, 3.02372, 0.74703], [-0.55343, 3.05768, 1.12848], [0.35977, 3.41496, 0.14419], [-2.52549, 1.79761, 0.19268], [-2.32907, 3.85224, 0.10556], [-2.65515, 3.08185, 1.63720], [-0.27562, 2.04848, 1.43251], [-0.25093, 3.55743, 2.04872], [0.21989, 2.87797, -0.63918], [-2.04766, 1.73649, -0.63771], [2.40040, -2.17994, -3.15769], [1.52990, -2.04782, -2.05904], [2.95021, -3.12096, -3.17478], [2.12549, -1.92427, -4.18100], [3.22316, -1.49701, -2.94613], [1.73368, -2.82703, -1.53664]],
  "atomic_forces_ev_per_a": [[-0.49, 0.86, -0.12], [0.15, -0.33, -0.33], [0.85, 0.81, -0.39], [-0.45, -0.59, 0.21], [3.39, 10.89, -7.06], [0.18, -3.06, 0.42], [-1.92, -2.93, 4.82], [-0.56, -2.80, 0.46], [-0.98, -3.06, 1.42], [-1.70, -1.85, -2.42], [0.99, -1.03, 0.99], [-0.46, -0.42, 1.10], [1.73, 2.45, 4.40], [-0.70, 0.26, -1.17], [-0.35, -0.37, -0.83], [0.39, 0.49, -1.15], [-0.11, -0.57, -0.08], [-0.43, 0.72, -0.88], [-0.15, -0.05, -0.15], [1.07, -0.51, 0.96], [-2.15, 1.60, 0.25], [1.30, -0.86, -0.16], [-0.49, 1.13, 0.00], [-0.21, -0.29, -0.45], [-0.30, -0.45, -0.02], [0.35, -0.63, -0.33], [-0.63, 0.24, 0.51], [0.59, 0.71, -0.81], [0.01, -0.30, -0.13], [-1.47, -0.67, 0.59], [0.12, 2.03, -0.28], [0.05, -0.29, 0.13], [0.94, 0.15, -0.50], [-0.75, -0.50, 0.17], [0.82, -0.39, -0.66], [-0.18, -0.08, 0.26], [0.16, -0.04, 0.38], [0.29, 0.00, -0.34], [0.26, -0.17, 0.24], [-0.72, -1.06, -0.66], [1.50, 1.46, 1.17], [-0.38, -1.50, -0.31], [0.49, 0.92, -0.23], [-0.46, 0.33, 1.01], [0.06, 0.04, -0.34], [-0.19, -0.17, -0.20], [0.86, 0.73, 0.24], [-0.86, -0.66, 0.01], [-0.14, -0.01, -0.02], [-0.92, 0.55, 1.32], [0.87, -1.27, -0.11], [0.06, 1.39, 0.73], [0.82, -0.20, -0.27], [0.32, 0.07, -0.15], [0.24, 0.45, 0.34], [-0.43, -1.00, 0.20], [-0.79, 0.91, -0.10], [0.06, -0.33, -0.72], [0.16, -0.44, -0.62], [3.40, 0.63, -1.00], [-0.75, -1.09, -0.35], [-0.69, -0.49, 0.12], [-1.23, -0.03, 0.49], [0.10, 0.36, -0.22], [-0.46, 0.31, 0.62]],
  "total_energy_ev": -91885.1820,
  "spin_multiplicity": 7,
  "s_squared": 12.018
}

***

# 4
{
  "formula": "C11H35N10O9",
  "method": "the ωB97M-V functional and the def2-TZVPD basis",
  "symbols": ["N", "H", "H", "H", "H", "C", "O", "O", "O", "C", "O", "C", "C", "N", "C", "C", "O", "C", "H", "H", "H", "H", "H", "H", "H", "H", "H", "H", "H", "H", "H", "H", "H", "C", "O", "N", "N", "H", "H", "H", "H", "C", "O", "N", "N", "H", "H", "H", "H", "C", "O", "N", "N", "H", "H", "H", "H", "C", "O", "N", "N", "H", "H", "H", "H"],
  "coordinates": [[-1.25331, -0.37146, 0.17945], [-1.17633, -0.57098, -0.80765], [-0.59515, -0.90856, 0.72575], [-2.17680, -0.68275, 0.44474], [-1.03939, 0.57931, 0.44474], [-0.19559, -2.85272, 2.15450], [-0.01921, -3.32319, 3.29647], [0.42358, -1.84545, 1.68834], [-1.11035, -3.35712, 1.45487], [3.86269, 2.14800, -0.86377], [2.59200, 2.59487, -0.27266], [1.42176, 2.11882, -1.00296], [0.20802, 2.85022, -0.43228], [-0.25229, 2.29680, 0.86347], [-1.25793, 3.20107, 1.37139], [-1.83016, 2.53749, 2.65512], [-0.88988, 2.44396, 3.63164], [-1.28045, 2.30671, 5.02062], [3.95126, 2.67032, -1.81636], [3.81160, 1.06606, -0.98577], [4.75151, 2.39498, -0.28316], [1.14865, 1.07007, -0.88622], [1.58853, 2.26246, -2.07052], [-0.64665, 2.81950, -1.10806], [0.36328, 3.92747, -0.49183], [0.49251, 2.21682, 1.54095], [-2.06316, 3.27247, 0.64022], [-0.70027, 4.05214, 1.76227], [-2.18664, 1.52761, 2.45219], [-2.62953, 3.15401, 3.06623], [-1.68474, 1.30172, 5.14162], [-1.93365, 3.10698, 5.36846], [-0.32414, 2.23643, 5.53892], [3.57630, -0.41644, 2.11312], [4.70402, 0.01004, 2.01679], [2.56158, 0.13305, 1.61688], [3.25341, -1.50988, 2.75261], [2.62325, 0.98499, 1.07790], [1.67589, -0.34847, 1.67846], [3.85536, -2.06070, 3.34789], [2.31676, -1.88716, 2.73161], [1.20965, -2.76050, -1.60644], [1.55035, -2.78253, -2.77723], [1.27139, -1.68524, -0.82326], [0.68142, -3.78087, -1.02699], [1.05441, -1.75379, 0.16076], [1.34393, -0.79146, -1.28801], [0.55412, -4.58293, -1.62750], [0.34242, -3.69123, -0.07982], [-3.81441, -2.21734, -0.92342], [-3.81225, -1.28528, -0.11700], [-3.05006, -3.23252, -0.68899], [-4.40278, -2.38188, -2.08864], [-2.53240, -3.35600, 0.16943], [-2.91233, -3.97018, -1.36500], [-4.33894, -3.30768, -2.48729], [-4.88985, -1.60529, -2.51264], [-0.43880, 0.30663, -4.05003], [-0.94728, 0.36971, -2.94444], [0.18849, -0.69622, -4.56849], [-0.52753, 1.20703, -4.95372], [0.63057, -0.58680, -5.46997], [0.30790, -1.52760, -4.00754], [-1.21389, 1.92968, -4.79001], [-0.19047, 1.03277, -5.88974]],
  "atomic_forces_ev_per_a": [[-0.71, 0.10, -0.44], [0.36, 0.27, -0.44], [1.21, -1.76, 0.99], [-0.87, -0.13, 0.23], [-0.05, 1.12, -0.25], [-1.80, -1.94, 2.55], [1.53, 0.38, 1.04], [2.15, 2.87, -0.82], [-1.85, -0.83, -3.01], [-1.39, 0.12, -0.19], [0.24, -0.88, -0.30], [0.12, 0.76, 0.67], [0.14, -0.09, -0.57], [0.37, 0.31, -1.79], [0.26, -1.83, 2.60], [-1.48, 0.36, -0.49], [2.30, 0.57, 1.76], [0.90, -1.08, -1.63], [0.07, -0.23, -0.32], [0.23, -0.03, -0.16], [-0.59, 0.11, 0.56], [0.80, -0.36, 0.31], [-0.21, 0.34, -0.13], [-0.08, -0.89, -0.30], [0.61, 0.40, 0.92], [0.33, 0.06, 0.05], [0.16, 0.73, 0.05], [-0.79, 1.05, -0.58], [-0.51, -0.11, -0.41], [-0.68, 0.11, -0.37], [-0.68, 0.10, 0.15], [0.00, 0.00, -0.04], [-0.15, 0.57, 0.19], [3.37, -1.43, 1.44], [2.61, 1.09, -0.12], [-5.57, 3.73, -3.21], [-0.47, -4.04, 2.50], [0.24, -0.17, 0.15], [-0.29, -0.03, 0.10], [0.39, 0.63, -0.52], [-0.46, 0.18, -0.14], [0.23, 1.82, -0.37], [0.48, 0.33, -2.43], [0.82, 1.91, -0.82], [-0.98, -3.32, 1.04], [-0.33, -0.07, 0.86], [0.36, -0.39, 0.14], [-0.01, -0.01, 0.65], [-0.73, -0.49, 0.29], [1.52, 0.68, 1.95], [-1.46, 1.25, -0.60], [2.21, -3.77, 0.79], [-2.38, 1.17, -2.47], [0.66, 0.35, 0.79], [0.02, 0.25, 0.19], [-0.39, 0.72, -0.32], [-0.01, -0.52, -0.08], [-0.81, -1.50, 1.98], [-0.31, 0.12, 1.27], [1.99, -4.15, -0.25], [-1.36, 5.85, -3.21], [0.03, -0.61, 0.55], [0.78, -0.29, -0.01], [0.35, 0.09, -0.30], [-0.44, 0.39, 0.33]],
  "relative_energy_kj_mol": 497.84,
  "total_charge": -1
}

***

Number 1: strongest force on any atom 11.92 eV/Å. Number 2: strongest force on any atom 6.22 eV/Å. Number 3: strongest force on any atom 13.41 eV/Å. Number 4: strongest force on any atom 7.44 eV/Å.